# 1
C16H52BMgO16S4 | wB97M-V/def2-TZVPD

```
90
C16H52BMgO16S4 (wB97M-V/def2-TZVPD)
Mg 1.0212 1.6604 0.4526
B 0.6572 -0.3540 0.4524
H -0.3373 0.1819 0.4394
H 1.3425 -0.0197 -0.3857
H 1.1703 -0.1763 1.4521
H 0.4605 -1.4895 0.4334
O -4.0480 -0.9766 -0.0210
S -3.6138 -2.3313 0.3156
O -4.6350 -3.3079 0.5757
O -2.6638 -2.8955 -0.8237
C -1.6718 -2.0108 -1.3400
C -1.8276 -1.9438 -2.8482
C -2.4864 -2.2752 1.7201
H -0.6990 -2.4036 -1.0454
H -1.7169 -1.0013 -0.9331
H -1.5960 -2.9289 -3.2657
H -1.2341 -1.2051 -3.3819
H -2.8826 -1.7921 -3.0829
H -2.7413 -1.4565 2.3866
H -1.4600 -2.1860 1.3721
H -2.6090 -3.2207 2.2450
O 5.1667 -1.4357 -2.6364
S 3.7893 -1.1001 -2.8123
O 3.2773 0.2450 -2.6256
O 3.4114 -1.5444 -4.3221
C 2.0849 -1.2935 -4.7776
C 1.7271 -2.2012 -5.9316
C 2.8110 -2.2483 -1.8543
H 1.9562 -0.2440 -5.0543
H 1.3094 -1.4082 -4.0130
H 2.1270 -1.9093 -6.9060
H 0.6603 -2.3255 -6.1114
H 2.1620 -3.1940 -5.7886
H 3.0080 -2.1612 -0.7905
H 3.1387 -3.2098 -2.2511
H 1.7472 -2.1514 -2.0579
O -1.9425 1.3002 -2.3303
S -1.9300 2.2380 -1.2464
O -0.8324 2.2238 -0.2946
O -1.9155 3.7247 -1.8798
C -2.7633 3.9406 -3.0295
C -2.3499 5.2777 -3.6234
C -3.5411 2.2249 -0.4050
H -3.7868 3.9763 -2.6523
H -2.6547 3.1659 -3.7852
H -2.3764 6.0603 -2.8634
H -2.9516 5.6218 -4.4603
H -1.3088 5.1921 -3.9400
H -3.5049 1.4534 0.3642
H -4.3413 1.9899 -1.1036
H -3.8083 3.1695 0.0683
O -0.1504 1.9404 2.2153
S -1.2681 1.7105 3.0918
O -2.5017 1.1731 2.5764
O -0.7363 0.7159 4.2509
C -1.6204 0.2519 5.2609
C -0.8584 0.0704 6.5520
C -1.6708 3.2429 4.0203
H -2.1400 -0.6525 4.9356
H -2.4483 0.9394 5.4746
H -1.4269 -0.4501 7.3217
H -0.6738 1.0459 7.0116
H 0.1006 -0.4210 6.3963
H -2.1986 3.8547 3.2963
H -0.7281 3.6918 4.3282
H -2.2166 2.9727 4.9180
C 1.8452 -1.5814 3.9625
O 1.0671 -2.3576 3.0405
H 2.8374 -1.4426 3.5257
H 1.3878 -0.6082 4.1499
H 1.8859 -2.1450 4.8919
H 1.2614 -1.9872 2.1674
C 1.4461 2.8978 -2.4529
O 1.8438 2.0815 -1.3403
H 0.9158 2.3155 -3.2055
H 0.9049 3.7648 -2.0863
H 2.3227 3.2970 -2.9704
H 2.4795 1.4356 -1.7242
C 1.9625 -4.6776 0.8289
O 1.4597 -5.0911 2.0597
H 1.8722 -5.4756 0.0901
H 1.4166 -3.8361 0.3758
H 3.0161 -4.3751 0.8699
H 1.0882 -4.3624 2.5687
C 4.0587 1.3737 1.1204
O 2.6858 1.6882 1.4845
H 4.2766 0.3298 1.3415
H 4.1353 1.5109 0.0422
H 4.7857 2.0398 1.5792
H 2.7844 1.8743 2.4279
```

Summary:
Energy above the lowest of the compared OMol25 structures with the same formula, charge and spin = 0.0 kcal/mol
E_LUMO = -2.64 eV
Net charge = +1
E = -3662.07633 Ha
HOMO-LUMO gap = 0.3345 Ha
HOMO energy = -11.745 eV

In elementary charge units, the Löwdin charges are: 0.623, -0.389, -0.006, 0.002, -0.004, 0.009, -0.304, 0.628, -0.263, -0.233, -0.291, -0.053, -0.081, 0.095, 0.082, 0.083, 0.063, 0.090, 0.051, 0.045, 0.078, -0.237, 0.655, -0.299, -0.225, -0.285, -0.056, -0.103, 0.122, 0.096, 0.083, 0.082, 0.087, 0.071, 0.088, 0.058, -0.239, 0.683, -0.329, -0.262, -0.252, -0.054, -0.075, 0.120, 0.120, 0.083, 0.088, 0.081, 0.037, 0.085, 0.084, -0.311, 0.682, -0.246, -0.246, -0.274, -0.047, -0.056, 0.128, 0.114, 0.093, 0.084, 0.075, 0.077, 0.077, 0.065, -0.116, -0.144, 0.083, 0.053, 0.088, 0.017, -0.068, -0.187, 0.100, 0.088, 0.101, 0.040, -0.193, -0.102, 0.084, 0.053, 0.077, 0.046, -0.028, -0.156, 0.102, 0.088, 0.103, 0.126

# 2
C16H52BMnO20P4 | wB97M-V/def2-TZVPD

```
94
C16H52BMnO20P4 (wB97M-V/def2-TZVPD)
Mn 0.7629 0.2798 -1.6566
B -1.2279 2.0347 0.8784
H -0.2956 1.6173 1.2260
H -1.6182 2.7436 1.5921
H -0.9510 2.6446 0.0325
H -1.9236 1.2367 0.6703
C 0.8575 7.3762 -3.1383
O 1.9408 7.1740 -4.0277
P 3.1338 6.0738 -3.8202
O 2.6258 4.7401 -3.3314
O 3.8763 6.0285 -5.2610
C 3.2686 5.2690 -6.3180
O 4.1864 6.7665 -2.7923
C 4.6076 8.0886 -3.0591
H 0.9616 8.4232 -2.8538
H 0.6864 6.8532 -2.1974
H -0.1133 7.3085 -3.6292
H 3.1317 5.9410 -7.1653
H 2.3556 4.7526 -6.0215
H 3.9837 4.4817 -6.5563
H 4.0813 8.8188 -2.4443
H 4.6306 8.2974 -4.1287
H 5.6616 8.0319 -2.7874
C -4.9138 -0.2284 -7.6589
O -5.2706 0.8238 -6.7273
P -4.1570 1.6544 -5.9298
O -3.2110 0.9020 -5.0623
O -3.4216 2.5115 -7.1338
C -4.1773 3.2735 -8.1644
O -5.0397 2.8060 -5.1862
C -6.3599 2.6314 -4.6419
H -5.3664 -1.2049 -7.4865
H -3.8471 -0.4441 -7.7191
H -5.1750 0.1068 -8.6626
H -4.6360 2.7681 -9.0143
H -3.4729 3.8614 -8.7529
H -4.7994 4.0523 -7.7233
H -7.1187 3.1322 -5.2431
H -6.3116 2.9839 -3.6116
H -6.4847 1.5535 -4.7453
C -0.7851 -7.0287 -3.1362
O -2.0003 -6.2334 -3.0570
P -2.3657 -5.6247 -1.6140
O -1.3997 -4.6018 -1.1063
O -3.9275 -5.1667 -1.6883
C -4.9814 -6.0156 -2.1398
O -2.5317 -7.0697 -0.8628
C -1.7907 -7.2467 0.3483
H -0.1137 -7.2980 -2.3208
H -0.2000 -6.4876 -3.8798
H -0.9961 -7.9975 -3.5890
H -5.7489 -5.3963 -2.6040
H -5.4297 -6.5549 -1.3053
H -4.6546 -6.7234 -2.9016
H -1.1678 -6.3804 0.5713
H -1.1346 -8.1106 0.2419
H -2.6243 -7.4464 1.0216
C 4.3856 -0.4117 7.7131
O 3.9890 -0.7504 9.0250
P 4.9623 -1.7002 9.9730
O 5.9400 -2.6075 9.1879
O 4.0175 -2.6100 10.9846
C 2.6983 -2.0620 11.4251
O 5.6229 -0.6997 11.0619
C 7.0530 -0.4675 11.0948
H 5.2492 -0.9725 7.3556
H 4.6407 0.6444 7.6257
H 3.5214 -0.5917 7.0736
H 2.6536 -1.8983 12.5018
H 1.9187 -2.8052 11.2575
H 2.4193 -1.1229 10.9473
H 7.5401 -0.4535 10.1198
H 7.7096 -0.9791 11.7985
H 6.9412 0.5755 11.3909
C 4.7851 -2.4256 -2.6587
C 5.4245 -1.4551 -1.6459
O 4.3962 -0.9423 -0.7237
O 3.8182 -1.5533 -3.3435
H 4.2559 -3.2091 -2.1164
H 5.5005 -2.8786 -3.3451
H 5.9362 -0.6414 -2.1599
H 6.2096 -1.9621 -1.0850
H 4.8885 -0.6842 0.0590
H 4.1653 -1.6113 -4.2367
C -4.5946 -1.1216 5.3215
C -4.8896 -1.0547 6.8505
O -6.2977 -1.0063 7.0650
O -5.0090 0.1776 4.7728
H -5.2269 -1.8654 4.8366
H -3.5624 -1.2900 5.0146
H -4.4193 -0.2774 7.4527
H -4.4564 -1.9754 7.2414
H -6.6988 -0.3658 6.4731
H -4.4964 0.2718 3.9666
```

Summary:
E_LUMO (alpha / beta) = -8.18 / -7.75 eV
Net charge = +1
E = -4686.51418 Ha
Spin multiplicity = 6
HOMO-LUMO gap (alpha / beta) = 0.1179 / 0.1340 Ha
HOMO energy (alpha / beta) = -11.392 / -11.392 eV

In elementary charge units, the Löwdin charges are: 1.532, -0.313, -0.103, 0.003, -0.068, -0.076, -0.116, -0.227, 0.481, -0.296, -0.229, -0.090, -0.219, -0.111, 0.087, 0.092, 0.087, 0.095, 0.082, 0.089, 0.096, 0.088, 0.094, -0.079, -0.239, 0.446, -0.270, -0.239, -0.070, -0.247, -0.070, 0.090, 0.086, 0.085, 0.082, 0.078, 0.086, 0.092, 0.094, 0.077, -0.092, -0.229, 0.467, -0.269, -0.222, -0.099, -0.248, -0.097, 0.090, 0.086, 0.090, 0.090, 0.091, 0.087, 0.076, 0.087, 0.096, -0.126, -0.246, 0.553, -0.297, -0.230, -0.072, -0.240, -0.089, 0.079, 0.085, 0.087, 0.081, 0.081, 0.074, 0.082, 0.091, 0.086, -0.186, -0.210, -0.103, -0.114, 0.116, 0.126, 0.117, 0.118, 0.080, 0.077, -0.192, -0.233, -0.066, -0.100, 0.112, 0.110, 0.115, 0.109, 0.078, 0.068

# 3
C16H52BO16 | wB97M-V/def2-TZVPD

```
85
C16H52BO16 (wB97M-V/def2-TZVPD)
B 0.5803 -0.2708 0.2414
H 0.6423 0.6473 0.8049
H -0.4176 -0.6760 0.1768
H 1.0030 -0.0239 -0.7202
H 1.2321 -0.9940 0.7065
C 0.7484 -0.0276 -4.9577
C 0.7077 0.1104 -3.4133
O -0.1204 -0.8495 -2.7881
O 1.2700 -1.2357 -5.4311
H 1.4108 0.6710 -5.4689
H -0.2698 -0.0856 -5.3425
H 0.5811 1.1494 -3.1091
H 1.7099 -0.2500 -3.1813
H 0.0108 -0.7592 -1.8414
H 0.5294 -1.7029 -5.8246
C 3.5564 3.5220 3.4460
C 2.1254 3.6539 3.0521
O 2.0134 3.3007 1.6163
O 3.7508 2.1109 3.6620
H 3.7017 3.9005 4.4578
H 4.2433 4.0465 2.7818
H 1.9165 4.7175 3.1675
H 1.4237 3.2703 3.7927
H 2.0737 2.3534 1.4728
H 3.5297 1.6201 2.8671
C -1.1050 3.4563 1.5588
C -1.6155 2.9972 0.2184
O -2.3447 4.0010 -0.5501
O -2.1349 3.3413 2.4529
H -0.6192 4.4320 1.5437
H -0.4122 2.6807 1.8853
H -2.3337 2.1779 0.2514
H -0.8690 2.6653 -0.5032
H -3.1917 3.9459 -0.1016
H -1.7971 3.4303 3.3471
C -2.9900 0.6756 -2.3597
C -3.0133 1.8732 -3.3081
O -1.7382 1.9197 -4.0056
O -2.7039 -0.6091 -2.9043
H -3.9764 0.6155 -1.8998
H -2.3319 0.8657 -1.5118
H -3.1666 2.8614 -2.8745
H -3.8687 1.7794 -3.9772
H -1.7883 2.7573 -4.4720
H -1.7732 -0.4990 -3.1124
C 2.2928 -5.3767 -0.1498
C 1.9854 -3.8947 0.0983
O 0.7330 -3.8301 0.7969
O 1.7268 -5.7818 -1.4438
H 1.8353 -5.9656 0.6452
H 3.3688 -5.5374 -0.2154
H 1.7759 -3.4151 -0.8579
H 2.7202 -3.4041 0.7366
H 0.5276 -2.9004 0.6740
H 0.7784 -5.7292 -1.3047
C 3.8043 0.0652 -0.9767
C 4.0453 0.2011 0.5223
O 3.0576 0.6266 1.3566
O 3.0258 -1.1436 -1.1254
H 4.6919 -0.2171 -1.5429
H 3.5436 1.0732 -1.2994
H 4.7762 1.0080 0.5759
H 4.5320 -0.7115 0.8664
H 2.2548 0.3163 0.9315
H 2.1275 -0.9865 -0.8254
C -0.8634 -1.2094 3.4001
C -1.9130 -0.0405 3.2525
O -1.2388 1.0659 3.8137
O 0.4313 -0.8481 2.9518
H -1.2212 -2.0664 2.8295
H -0.8318 -1.5227 4.4436
H -2.7549 -0.1546 3.9352
H -2.0980 0.3113 2.2375
H -0.4438 1.0581 3.2757
H 0.4201 -0.7551 1.9964
C -3.2151 -3.0586 -0.4518
C -4.1445 -2.3414 0.6656
O -3.7722 -1.0392 0.8734
O -3.8277 -2.8467 -1.6822
H -3.1679 -4.1251 -0.2319
H -2.2475 -2.5592 -0.4030
H -3.9176 -2.8453 1.6051
H -5.2035 -2.3774 0.4100
H -4.2201 -0.6640 1.6351
H -3.5525 -1.9450 -1.8634
```

Summary:
Energy above the lowest of the compared OMol25 structures with the same formula, charge and spin = 97.2 kcal/mol
E_LUMO = 2.53 eV
Net charge = -1
E = -1869.26465 Ha
HOMO-LUMO gap = 0.3520 Ha
HOMO energy = -7.047 eV

In elementary charge units, the Löwdin charges are: -0.393, 0.002, 0.019, -0.008, -0.004, -0.244, -0.220, -0.070, -0.069, 0.119, 0.110, 0.118, 0.107, 0.027, 0.081, -0.243, -0.221, -0.075, -0.074, 0.112, 0.117, 0.106, 0.120, 0.036, 0.029, -0.274, -0.202, -0.088, -0.062, 0.127, 0.087, 0.109, 0.121, 0.070, 0.085, -0.224, -0.199, -0.072, -0.068, 0.120, 0.101, 0.103, 0.107, 0.080, 0.029, -0.197, -0.226, -0.088, -0.090, 0.111, 0.111, 0.120, 0.120, 0.035, 0.070, -0.199, -0.273, -0.082, -0.107, 0.119, 0.122, 0.120, 0.125, 0.004, -0.020, -0.205, -0.208, -0.108, -0.077, 0.106, 0.115, 0.119, 0.101, 0.053, -0.029, -0.209, -0.248, -0.086, -0.075, 0.111, 0.109, 0.101, 0.111, 0.082, 0.034